Entry 1:
Below is 2 unconnected molecules or ions with the total composition H2N2O3S, with properties calculated with the ωB97M-V functional and the def2-TZVPD basis.

Atoms and positions in Å:
S1 4.16702 0.26731 0.02784
O1 -0.22001 -1.62775 -0.03192
O2 1.59905 0.60458 0.38615
O3 4.86015 -1.04107 -0.20601
N1 -0.35748 -0.52021 0.53738
N2 2.66979 -0.07577 0.23017
H1 -0.53118 0.33931 0.08442
H2 0.02337 -0.33876 1.36733

Calculated values
- Kohn-Sham gap (spin up / spin down) (eV) = 9.037 / 6.670
- total charge = 0
- energy relative to the best compared isomer or geometry (same formula, charge and spin) (eV) = 4.6220
- lowest unoccupied orbital energy (spin up / spin down) (Ha) = -0.03843 / -0.08301

Table of Löwdin atomic charges, one value per atom, all in e: atom 1 (S): 0.959, atom 2 (O): -0.043, atom 3 (O): -0.110, atom 4 (O): -0.548, atom 5 (N): -0.045, atom 6 (N): -0.369, atom 7 (H): 0.105, atom 8 (H): 0.052

---

Entry 2:
Below is 2 unconnected molecules or ions with the total composition C3H8N2O2, with properties calculated with the ωB97M-V functional and the def2-TZVPD basis.

Atoms and positions in Å:
O1 -1.55400 1.13573 0.08259
O2 -1.02852 -1.02777 0.74275
N1 2.33413 0.76903 1.01517
N2 1.60384 1.37343 -1.09282
C1 -1.11453 0.34884 0.89967
C2 1.72091 0.49080 -0.07623
C3 -1.71892 -1.57767 -0.38650
H1 -0.71793 0.61196 1.89213
H2 0.72588 1.35165 -1.60059
H3 2.35727 -0.05686 1.62254
H4 -0.99589 -2.14624 -0.98065
H5 1.18214 -0.49497 -0.23253
H6 1.87537 2.31393 -0.82361
H7 -2.49111 -2.26332 -0.02505
H8 -2.17865 -0.82855 -1.03686

Calculated values
- Kohn-Sham gap (eV) = 10.209
- structure (SMILES) = [H]/N=C/N.COC=O
- total charge = 0
- energy relative to the best compared isomer or geometry (same formula, charge and spin) (eV) = 1.5702
- lowest unoccupied orbital energy (Ha) = 0.02764

Here are the Löwdin charges for atoms 1 to 8, given in e: atom 1 (O): 0.048, atom 2 (O): -0.111, atom 3 (N): 0.055, atom 4 (N): 0.073, atom 5 (C): -0.325, atom 6 (C): -0.432, atom 7 (C): -0.067, atom 8 (H): 0.147

---

Entry 3:
Below is 2 unconnected molecules or ions with the total composition H6N5O, with properties calculated with the ωB97M-V functional and the def2-TZVPD basis.

Atoms and positions in Å:
O1 -2.71455 0.09035 -0.19567
N1 2.67571 0.60621 -0.15861
N2 -0.37781 0.03160 0.05557
N3 -0.04679 1.11684 -0.54172
N4 -1.59643 -0.35325 0.27820
N5 -1.71186 -1.67604 0.84975
H1 -0.87026 1.74844 -0.64675
H2 3.04039 1.20118 0.63877
H3 -0.76396 -2.12664 0.81660
H4 -2.26102 -2.30687 0.15285
H5 1.54836 0.70304 -0.20209
H6 3.07822 0.96515 -1.04692

Calculated values
- Kohn-Sham gap (eV) = 7.214
- total charge = -1
- energy relative to the best compared isomer or geometry (same formula, charge and spin) (eV) = 0.0000
- lowest unoccupied orbital energy (Ha) = 0.17436

Here are the Löwdin charges for atoms 1 to 8, given in e: atom 1 (O): -0.249, atom 2 (N): -0.098, atom 3 (N): -0.150, atom 4 (N): -0.097, atom 5 (N): -0.476, atom 6 (N): 0.011, atom 7 (H): 0.017, atom 8 (H): -0.020

---

Entry 4:
Below is a molecular structure, C19H14N7O6Rh, with properties calculated with the ωB97M-V functional and the def2-TZVPD basis.

Atoms and positions in Å:
Rh1 -0.11479 0.44329 -0.69265
O1 3.56931 4.89975 -0.87791
O2 -2.05474 0.58176 -0.44305
O3 -0.18300 2.43222 -1.07404
O4 0.51769 0.40329 1.13245
O5 1.05051 4.29133 -1.20384
O6 5.41155 3.67220 -0.59430
N1 4.06215 1.31099 -0.85051
N2 -1.33905 -3.53668 -0.41991
N3 -0.85068 0.78852 5.61025
N4 -1.28848 1.43009 2.14967
N5 1.94965 0.84167 -1.11647
N6 -0.39350 -1.60246 -0.71697
N7 2.41417 -1.29571 3.29456
C1 -5.42450 -0.54917 -0.96326
C2 -0.29894 0.54816 4.62638
C3 -4.33688 0.26449 -0.75926
C4 2.11259 2.20930 -1.05011
C5 -4.00280 -2.46307 -1.02680
C6 0.58992 -2.54320 -0.47403
C7 -3.03650 -0.26485 -0.67598
C8 3.57370 -1.10720 -0.95153
C9 0.92936 3.07513 -1.11570
C10 -1.56526 -2.23007 -0.65977
C11 0.01403 -3.75056 -0.29716
C12 4.22208 3.76589 -0.77464
C13 -0.17393 0.69787 2.20242
C14 1.49369 -0.60516 3.36882
C15 -2.88068 -1.64951 -0.80786
C16 3.16692 0.31804 -0.96183
C17 0.34410 0.22754 3.40638
C18 -5.26620 -1.93167 -1.10440
C19 3.42305 2.51621 -0.90050
H1 1.61996 -2.28114 -0.42397
H2 2.58960 4.75171 -1.02740
H3 -1.66894 1.71643 1.26076
H4 -6.12063 -2.57140 -1.27264
H5 3.36821 -1.54833 0.02588
H6 -2.05833 -4.22870 -0.30624
H7 4.64161 -1.19477 -1.14178
H8 0.43542 -4.71934 -0.10232
H9 5.06156 1.23782 -0.71898
H10 -6.41265 -0.11202 -1.02650
H11 -3.87812 -3.53126 -1.16431
H12 3.03604 -1.65561 -1.72049
H13 -1.80545 1.61212 2.99318
H14 -4.44284 1.33605 -0.65364

Calculated values
- Kohn-Sham gap (eV) = 6.338
- total charge = 0
- energy relative to the best compared isomer or geometry (same formula, charge and spin) (eV) = 0.7675
- lowest unoccupied orbital energy (Ha) = -0.07046

Here are the Löwdin charges for atoms 1 to 8, given in e: atom 1 (Rh): 1.314, atom 2 (O): 0.152, atom 3 (O): -0.214, atom 4 (O): -0.092, atom 5 (O): -0.142, atom 6 (O): 0.090, atom 7 (O): 0.115, atom 8 (N): 0.197

---

Entry 5:
Below is 7 unconnected molecules or ions with the total composition H14O7, with properties calculated with the ωB97M-V functional and the def2-TZVPD basis.

Atoms and positions in Å:
O1 -1.90818 1.48014 -2.01231
O2 -1.04387 -2.56939 1.16813
O3 2.00474 -2.45974 -0.96301
O4 -1.11116 0.46608 3.54206
O5 0.29209 0.16624 0.66486
O6 0.27350 3.04347 0.35145
O7 0.91411 0.79030 -2.56095
H1 0.18950 2.15856 0.74401
H2 -1.80940 1.06995 3.26589
H3 1.03382 3.43678 0.79334
H4 0.38256 -0.79314 0.74869
H5 -2.50882 0.87342 -2.45794
H6 -1.01636 1.17150 -2.24848
H7 1.73121 1.16581 -2.21037
H8 -1.81781 -2.00200 1.06150
H9 1.19436 0.04095 -3.10193
H10 -0.50992 0.43218 2.78582
H11 0.44876 0.34464 -0.27457
H12 -1.29208 -3.19879 1.85453
H13 1.60632 -3.12809 -0.39144
H14 2.94662 -2.48886 -0.75927

Calculated values
- Kohn-Sham gap (eV) = 11.017
- structure (SMILES) = O.O.O.O.O.O.O
- total charge = 0
- energy relative to the best compared isomer or geometry (same formula, charge and spin) (eV) = 1.4702
- lowest unoccupied orbital energy (Ha) = 0.00964

Here are the Löwdin charges for atoms 1 to 8, given in e: atom 1 (O): -0.069, atom 2 (O): -0.053, atom 3 (O): -0.058, atom 4 (O): -0.065, atom 5 (O): -0.065, atom 6 (O): -0.062, atom 7 (O): -0.041, atom 8 (H): -0.006

---

Entry 6:
Below is 7 unconnected molecules or ions with the total composition C49H107N5O9, with properties calculated with the ωB97M-V functional and the def2-TZVPD basis.

Atoms and positions in Å:
O1 20.52358 29.24169 -17.58674
O2 24.56461 26.03879 -8.93794
O3 10.65156 34.59945 -14.30462
O4 18.04792 32.28409 -21.40788
O5 12.03445 31.96590 -13.67207
O6 15.88639 26.72290 -11.27649
O7 14.68838 26.57157 -5.60615
O8 14.61332 20.74131 -14.64236
O9 16.42362 28.20372 -14.63150
N1 17.09778 33.41188 -21.40543
N2 13.45457 26.21286 -4.97846
N3 21.56021 28.37471 -17.30407
N4 13.68375 19.78123 -14.44255
N5 23.28084 26.11868 -8.26813
C1 23.48430 26.60611 -6.90280
C2 14.30693 23.91482 -4.06513
C3 15.51134 32.29504 -19.89123
C4 23.77898 27.89095 -16.34936
C5 24.46901 25.88507 -5.94011
C6 11.95080 34.41499 -13.83944
C7 17.46301 34.52762 -22.25620
C8 14.33341 18.47734 -13.93777
C9 11.39669 19.05445 -13.60633
C10 22.00986 26.61792 -6.26528
C11 14.62611 34.02425 -21.33675
C12 13.30155 17.38852 -13.56637
C13 21.71100 27.40609 -18.40805
C14 21.01563 25.03692 -7.84605
C15 13.21418 24.77576 -4.90238
C16 24.21144 27.14740 -17.52293
C17 20.51396 26.42978 -18.51950
C18 12.81342 28.65494 -4.45274
C19 13.14748 24.31355 -6.32896
C20 23.04020 26.54806 -18.23453
C21 21.25168 25.35032 -6.35173
C22 16.23882 28.12493 -13.28210
C23 22.40149 24.92512 -8.50982
C24 22.66878 29.00726 -16.61372
C25 15.25801 17.91215 -14.95987
C26 11.68032 21.31036 -14.58534
C27 22.19452 24.89915 -10.05523
C28 22.18155 29.60229 -15.16975
C29 10.73203 25.42407 -4.19239
C30 12.45275 20.25409 -13.80279
C31 15.40961 31.89105 -22.45390
C32 15.71299 32.91093 -21.28733
C33 16.59082 35.75072 -22.00656
C34 23.15939 30.17530 -17.51216
C35 15.24584 18.60654 -12.62522
C36 11.22403 26.86653 -3.95817
C37 17.68496 34.07315 -23.73716
C38 23.09260 23.55530 -8.10061
C39 12.05607 17.94002 -12.77214
C40 12.73145 21.04344 -12.43476
C41 12.72943 33.13847 -14.08399
C42 18.91642 35.04011 -21.88687
C43 11.90036 27.42034 -6.34455
C44 23.82350 28.06195 -7.01472
C45 11.88456 24.46767 -4.16065
C46 21.89719 28.18120 -19.75429
C47 15.83234 26.73466 -12.63501
C48 12.35803 27.27697 -4.92531
C49 15.06957 35.30359 -22.20841
H1 16.71608 26.20427 -12.98967
H2 14.35905 36.07915 -21.92247
H3 14.36177 26.32879 -6.47563
H4 13.72468 16.62594 -12.91252
H5 14.51034 20.73962 -15.59682
H6 11.84182 22.37815 -14.43753
H7 24.87959 28.21393 -7.23756
H8 16.07853 31.37242 -20.01440
H9 12.11916 24.44574 -3.09643
H10 15.62724 28.15823 -15.16565
H11 15.73395 17.65359 -12.42095
H12 15.77041 32.16946 -23.44405
H13 23.50586 26.33470 -19.19668
H14 10.04437 33.99166 -13.87624
H15 11.34729 31.69892 -14.28700
H16 12.50981 18.27851 -11.84068
H17 19.61475 26.97254 -18.81095
H18 21.92565 26.87301 -5.20890
H19 18.21756 34.77386 -24.38015
H20 14.48318 24.38529 -3.09782
H21 22.08169 25.86180 -10.55390
H22 20.55599 24.05515 -7.95992
H23 15.39223 28.75325 -13.00533
H24 15.97214 19.38457 -12.86030
H25 11.06431 28.11653 -6.27793
H26 13.57603 21.70659 -12.62187
H27 16.67996 27.15040 -10.94620
H28 13.70601 33.62209 -21.76076
H29 13.96964 22.92451 -3.75918
H30 22.58624 29.02577 -19.75370
H31 15.79307 32.96173 -19.07622
H32 23.23037 27.18057 -15.73091
H33 17.03459 28.42548 -12.60053
H34 23.00559 30.20239 -14.78382
H35 20.29672 25.28017 -5.83092
H36 21.43667 27.44007 -6.69380
H37 11.52702 23.46448 -4.39274
H38 16.06518 17.26775 -14.61156
H39 24.87875 27.76288 -18.12625
H40 11.40499 26.59212 -6.85125
H41 12.75888 27.81393 -6.88873
H42 11.79625 21.13446 -15.65479
H43 10.45509 19.38918 -13.17111
H44 21.66672 24.52005 -5.78033
H45 22.12173 28.86873 -14.36576
H46 13.27672 28.70460 -3.46736
H47 11.22050 17.25246 -12.64099
H48 12.00140 34.59619 -12.76580
H49 14.05219 24.52214 -6.90002
H50 19.66702 34.31662 -22.20507
H51 10.30305 27.44330 -4.04313
H52 20.64095 25.70785 -19.32621
H53 18.25776 32.18286 -20.47658
H54 20.28756 25.91233 -17.58725
H55 23.84684 30.84344 -16.99341
H56 25.46082 25.80065 -6.38427
H57 14.78428 35.04300 -23.22762
H58 21.47760 24.16045 -10.41361
H59 16.87159 33.64538 -24.32330
H60 24.66690 26.59415 -5.13629
H61 12.56713 35.25855 -14.15034
H62 16.72015 35.93602 -20.94025
H63 15.96912 30.99850 -22.17391
H64 11.37799 27.21947 -2.93845
H65 22.37423 27.52408 -20.48143
H66 14.76132 19.02120 -11.74125
H67 23.95319 23.25440 -8.69806
H68 10.60049 21.37990 -14.45413
H69 14.70331 17.53489 -15.81899
H70 15.86698 18.62062 -15.52139
H71 23.54791 23.74732 -7.12904
H72 12.88474 33.20220 -15.16098
H73 13.73834 32.91753 -13.73557
H74 12.21601 24.58662 -6.82483
H75 22.28970 30.75682 -17.81804
H76 23.12131 24.73167 -10.60396
H77 13.03959 20.54694 -11.51463
H78 13.58562 29.10767 -5.07471
H79 11.15302 18.68347 -14.60187
H80 22.41533 22.73262 -7.87125
H81 23.16585 28.56986 -7.72014
H82 11.84869 21.56602 -12.06633
H83 18.39060 33.24322 -23.77454
H84 24.57570 28.26881 -15.70861
H85 14.51864 31.96986 -19.57993
H86 24.47652 26.73604 -9.59191
H87 21.24399 30.15808 -15.18337
H88 15.29043 23.87966 -4.53374
H89 23.87981 29.89942 -18.28222
H90 10.03950 25.10207 -3.41469
H91 24.97226 26.39994 -17.29809
H92 23.64785 28.53796 -6.05001
H93 19.29478 35.98500 -22.27689
H94 12.05641 29.43900 -4.43588
H95 19.77318 28.79467 -17.18841
H96 14.40220 34.40937 -20.34194
H97 14.37480 31.57842 -22.59362
H98 20.34455 25.72575 -8.35913
H99 16.96897 36.70217 -22.38053
H100 14.96377 26.23278 -13.06140
H101 22.83373 25.54109 -17.87192
H102 13.11184 23.22655 -6.25636
H103 20.91848 28.58680 -20.01064
H104 13.06030 16.85026 -14.48299
H105 24.12077 24.91481 -5.58594
H106 18.98073 35.21953 -20.81366
H107 10.30190 25.38679 -5.19324

Calculated values
- Kohn-Sham gap (eV) = 7.968
- structure (SMILES) = CC1(C)CCCC(C)(C)N1O.CC1(C)CCCC(C)(C)N1O.CC1(C)CCCC(C)(C)N1O.CC1(C)CCCC(C)(C)N1O.CC1(C)CCCC(C)(C)N1O.OCCO.OCCO
- total charge = 0
- energy relative to the best compared isomer or geometry (same formula, charge and spin) (eV) = 7.9557
- lowest unoccupied orbital energy (Ha) = 0.00732

Here are the Löwdin charges for atoms 1 to 8, given in e: atom 1 (O): -0.019, atom 2 (O): -0.015, atom 3 (O): -0.032, atom 4 (O): -0.011, atom 5 (O): -0.070, atom 6 (O): -0.045, atom 7 (O): 0.006, atom 8 (O): -0.002

---

Entry 7:
Below is 2 unconnected molecules or ions with the total composition C3H11NO2S, with properties calculated with the ωB97M-V functional and the def2-TZVPD basis.

Atoms and positions in Å:
S1 2.18378 -0.30017 1.54430
O1 -2.85581 0.23119 0.56059
O2 1.21868 0.81299 -2.63634
N1 -0.35710 1.30885 0.18877
C1 -0.46748 0.03841 0.89808
C2 0.70695 -0.93889 0.73426
C3 -1.75881 -0.65237 0.50256
H1 0.59483 1.64170 0.32222
H2 -1.93918 -1.48860 1.17585
H3 0.42636 -1.92202 1.10852
H4 -1.66850 -1.03084 -0.52343
H5 1.77541 1.54591 -2.93274
H6 3.09320 -0.70753 0.65072
H7 0.88887 -1.05334 -0.33444
H8 -2.48316 1.13832 0.58804
H9 -0.37105 1.11385 -0.81305
H10 1.61192 0.01780 -3.00734
H11 -0.59892 0.24472 1.97343

Calculated values
- Kohn-Sham gap (eV) = 9.617
- structure (SMILES) = N[C@@H](CO)CS.O
- total charge = 0
- energy relative to the best compared isomer or geometry (same formula, charge and spin) (eV) = 0.0165
- lowest unoccupied orbital energy (Ha) = 0.01227

Here are the Löwdin charges for atoms 1 to 8, given in e: atom 1 (S): 0.722, atom 2 (O): -0.071, atom 3 (O): -0.055, atom 4 (N): 0.042, atom 5 (C): -0.492, atom 6 (C): -0.541, atom 7 (C): -0.261, atom 8 (H): 0.051